[1]
A molecular structure, C29H34N7O2Pt, computed with ωB97M-V with the def2-TZVPD basis set.

```
73
Properties=species:S:1:pos:R:3
Pt -0.35 -1.01 0.79
C 3.95 0.13 1.17
C 3.73 -0.83 0.04
C 4.78 -1.59 -0.46
C 4.59 -2.50 -1.49
C 3.33 -2.66 -2.05
C 2.24 -1.93 -1.59
C 0.89 -2.10 -2.22
C 2.48 -1.00 -0.57
N 1.39 -0.21 -0.08
C 1.11 0.98 -0.45
C 1.79 1.71 -1.54
C -1.26 1.64 -0.26
C -2.32 2.08 0.76
N -1.58 0.13 -0.49
C -2.73 -0.39 -0.84
C -3.48 -0.18 -2.11
C -2.80 0.08 -3.41
C -4.83 -0.47 -2.12
C -5.42 -1.11 -1.04
C -4.65 -1.57 0.07
C -3.33 -1.31 0.16
C -2.51 -1.83 1.30
H 4.36 1.07 0.80
H 4.70 -0.28 1.86
H 3.05 0.35 1.73
H 5.77 -1.48 -0.02
H 5.41 -3.09 -1.86
H 3.19 -3.37 -2.86
H 0.88 -2.98 -2.88
H 0.61 -1.23 -2.83
H 0.11 -2.25 -1.47
H 2.64 1.15 -1.92
H 2.13 2.69 -1.19
H 1.09 1.87 -2.37
H -2.22 3.14 0.99
H -2.22 1.51 1.68
H -3.30 1.92 0.33
H -1.73 0.13 -3.33
H -3.18 1.01 -3.85
H -3.09 -0.72 -4.09
H -5.40 -0.29 -3.02
H -6.47 -1.35 -1.08
H -5.15 -2.12 0.86
H -3.01 -2.63 1.85
H -2.26 -1.06 2.05
H -1.62 -2.39 0.87
N 2.32 -1.42 5.35
C 1.75 -2.05 4.33
C 1.18 -1.34 3.24
N 0.62 -2.02 2.24
C 0.61 -3.37 2.25
C 1.17 -4.02 3.34
N 1.71 -3.39 4.36
H 2.38 -0.42 5.41
H 2.73 -1.97 6.09
H 1.20 -0.26 3.18
H 0.19 -3.89 1.41
H 1.17 -5.11 3.37
C -1.04 4.88 -2.29
N -0.85 3.89 -1.20
C -0.31 4.43 -0.04
C 0.22 3.90 1.08
C 0.51 2.51 1.34
O 1.14 2.07 2.26
N 0.06 1.57 0.31
C -1.30 2.61 -1.45
O -1.73 2.27 -2.52
H -1.68 5.69 -1.94
H -1.51 4.40 -3.14
H -0.08 5.28 -2.59
H -0.32 5.52 -0.08
H 0.56 4.59 1.84
```

Computed properties:
**Total charge**: +3
**Energy above the lowest of the compared OMol25 structures with the same formula, charge and spin**: 0.0 kcal/mol
**Energy**: -48368.28107 eV
**HOMO (spin up / spin down)**: -16.4 / -16.4 eV
**Kohn-Sham gap (spin up / spin down)**: 3.8014 / 3.7994 eV

Mulliken population analysis, charges in e, atoms 1 to 4:
1. Pt 1.156
2. C -1.254
3. C 1.296
4. C -1.016

***

[2]
C4H5BrOS in the gas phase, computed with ωB97M-V with the def2-TZVPD basis set.

```
12
Properties=species:S:1:pos:R:3
C -0.84 -0.17 -1.24
C -1.35 0.82 -1.86
C -0.26 -0.53 0.08
C -0.77 0.59 1.07
O -2.78 1.56 2.52
S -2.64 0.62 1.38
Br -3.18 -1.52 2.00
H -0.95 -1.09 -1.85
H -0.62 -1.54 0.44
H 0.84 -0.57 0.03
H -0.45 0.46 2.06
H -0.63 1.55 0.71
```

Computed properties:
**Energy above the lowest of the compared OMol25 structures with the same formula, charge and spin**: 68.8 kcal/mol
**Energy**: -87149.29883 eV
**HOMO**: -9.7 eV
**Kohn-Sham gap**: 8.8218 eV

natural (NBO) population analysis, charges in e, atoms 1 to 4:
1. C -0.630
2. C 0.243
3. C -0.424
4. C -0.547

***

[3]
2 unconnected molecules or ions with the total composition C5H12O2, computed with ωB97M-V with the def2-TZVPD basis set.

```
19
Properties=species:S:1:pos:R:3
C -1.60 -0.26 1.63
O -0.39 -0.60 1.08
C -0.12 -0.09 -0.08
C -0.87 2.11 0.48
C 1.29 -0.14 -0.55
C 1.57 -1.32 -1.48
O 1.46 -2.56 -0.82
H -2.46 -0.50 0.99
H -1.32 1.12 1.23
H -1.67 -0.67 2.64
H -0.94 -0.03 -0.81
H -1.08 2.86 1.26
H -1.58 2.27 -0.34
H 0.14 2.31 0.13
H 1.95 -0.19 0.32
H 1.50 0.80 -1.09
H 0.90 -1.27 -2.36
H 2.60 -1.26 -1.85
H 0.61 -2.59 -0.38
```

Computed properties:
**Energy above the lowest of the compared OMol25 structures with the same formula, charge and spin**: 121.8 kcal/mol
**Energy**: -9469.85374 eV
**HOMO (spin up / spin down)**: -7.7 / -7.7 eV
**Kohn-Sham gap (spin up / spin down)**: 8.2174 / 8.2165 eV

natural (NBO) population analysis, charges in e, atoms 1 to 4:
1. C -0.310
2. O -0.413
3. C 0.237
4. C -0.883

***

[4]
2 unconnected molecules or ions with the total composition C9H16NO, computed with ωB97M-V with the def2-TZVPD basis set.

```
27
Properties=species:S:1:pos:R:3
C 1.96 -1.02 -0.89
C 2.13 -1.08 -2.38
N 0.69 -1.62 -0.42
H 2.77 -1.48 -0.34
H 2.03 0.01 -0.57
H 1.27 -1.47 -2.94
H 2.85 -1.80 -2.77
H 0.64 -2.63 -0.51
H 0.48 -1.35 0.53
H -0.15 -1.20 -0.87
H 2.31 -0.09 -2.80
C 0.70 1.97 2.22
C -2.19 -0.10 -0.16
C -2.44 0.08 1.21
C -1.21 0.65 -0.77
C -1.44 0.63 2.01
C -0.44 1.52 0.03
C -0.41 1.37 1.40
O -2.73 -1.20 -0.82
H -3.41 -0.16 1.61
H -3.63 -1.00 -1.10
H -1.17 0.67 -1.85
H -1.74 0.67 3.05
H 0.34 2.12 -0.42
H 1.11 1.27 2.91
H 0.27 2.64 2.95
H 1.39 2.60 1.67
```

Computed properties:
**Total charge**: +1
**Energy above the lowest of the compared OMol25 structures with the same formula, charge and spin**: 22.1 kcal/mol
**Energy**: -13122.89989 eV
**HOMO**: -12.4 eV
**Kohn-Sham gap**: 9.3559 eV

natural (NBO) population analysis, charges in e, atoms 1 to 4:
1. C -0.241
2. C -0.665
3. N -0.679
4. H 0.234

***

[5]
8 unconnected molecules or ions with the total composition C20H40O16S4, computed with ωB97M-V with the def2-TZVPD basis set.

```
80
Properties=species:S:1:pos:R:3
C -5.87 -3.66 -0.50
C -4.90 -3.35 -1.64
O -3.80 -2.76 -0.97
C -4.18 -2.31 0.25
O -3.52 -1.72 1.03
O -5.46 -2.69 0.49
H -5.71 -4.64 -0.06
H -6.91 -3.41 -0.68
H -5.31 -2.65 -2.36
H -4.60 -4.28 -2.12
C 1.12 2.93 -6.02
C 1.86 1.59 -5.84
O 1.36 1.13 -4.58
C 0.61 2.07 -3.99
O 0.06 1.93 -2.94
O 0.57 3.19 -4.74
H 0.29 2.85 -6.73
H 1.72 3.76 -6.37
H 2.92 1.81 -5.68
H 1.70 0.88 -6.64
C -3.02 1.97 -3.03
C -2.98 2.32 -1.53
O -3.93 1.42 -0.96
C -4.62 0.78 -1.92
O -5.58 0.10 -1.74
O -4.12 1.05 -3.15
H -2.18 1.44 -3.46
H -3.13 2.90 -3.59
H -3.36 3.31 -1.35
H -1.97 2.12 -1.17
C -1.20 -3.47 -5.88
C 0.34 -3.32 -5.79
O 0.55 -3.23 -4.37
C -0.55 -3.60 -3.69
O -0.63 -3.71 -2.52
O -1.57 -3.84 -4.56
H -1.48 -4.28 -6.54
H -1.64 -2.51 -6.15
H 0.64 -2.36 -6.20
H 0.94 -4.13 -6.18
C 1.71 -1.39 5.31
S 2.02 -0.75 6.97
O 0.74 -1.03 7.67
C 3.17 -2.05 7.47
H 1.46 -2.44 5.34
H 2.60 -1.22 4.68
H 0.91 -0.77 4.91
H 4.16 -1.84 7.06
H 2.84 -3.00 7.06
H 3.14 -2.10 8.56
C -0.59 -0.33 -0.51
S 0.75 -0.57 0.63
O 1.09 0.77 1.20
C 0.02 -1.64 1.85
H -0.34 0.33 -1.34
H -1.48 0.02 0.03
H -0.82 -1.28 -0.99
H 0.74 -1.86 2.63
H -0.31 -2.59 1.44
H -0.91 -1.19 2.24
C 4.63 2.07 1.80
S 5.45 3.08 0.56
O 6.08 2.13 -0.39
C 3.95 3.74 -0.22
H 4.92 1.03 1.63
H 3.54 2.05 1.72
H 4.90 2.44 2.79
H 3.20 2.96 -0.31
H 4.26 4.21 -1.15
H 3.60 4.51 0.47
C 1.83 2.00 4.34
S 0.93 3.29 5.17
O -0.49 3.20 4.76
C 1.00 2.54 6.81
H 2.22 2.18 3.34
H 1.12 1.18 4.14
H 2.59 1.51 4.95
H 2.02 2.39 7.15
H 0.49 1.58 6.70
H 0.40 3.19 7.45
```

Computed properties:
**Energy**: -97485.82422 eV
**HOMO**: -8.2 eV
**Kohn-Sham gap**: 8.1544 eV

Mulliken population analysis, charges in e, atoms 1 to 4:
1. C -0.409
2. C -0.291
3. O -0.080
4. C 0.570

***

Maximum force, record by record: 1.80, 3.96, 0.39, 1.88, 2.07 eV Å⁻¹